C24H20BrCuN6O4S as an isolated structure in a non-equilibrium geometry, computed with ωB97M-V with the def2-TZVPD basis set.

ORCA input file:
```
! wB97M-V def2-TZVPD RIJCOSX def2/J DEFGRID3
* xyz 1 2
Cu -1.6400 1.7991 -0.0696
N 5.0939 0.8760 3.6447
C 4.2081 1.1308 2.5966
C 2.9160 0.5549 2.6227
C 2.0915 0.6518 1.5416
C 2.4609 1.3051 0.3252
C 3.7345 1.9582 0.3082
C 4.6067 1.8897 1.4312
S 1.4279 1.5060 -1.0637
O 0.8047 0.2437 -1.4751
O 2.1483 2.1851 -2.1051
N 0.1754 2.3520 -0.3528
C 0.0159 3.6401 -0.0736
N 0.9456 4.5755 -0.1975
C 0.5882 5.7826 0.2981
C -0.6500 5.9840 0.8520
C -1.5809 4.9423 0.8254
N -1.2250 3.7483 0.4291
H 4.6890 0.4722 4.5056
H 5.9470 1.4029 3.6820
H 2.5093 0.1127 3.5249
H 1.0083 0.3377 1.7300
H 4.0171 2.4435 -0.5641
H 5.5983 2.3923 1.3866
H 1.3353 6.5505 0.3032
H -0.9485 6.8697 1.4359
H -2.6052 5.0085 1.0466
C -4.6382 1.9944 -0.3819
O -3.4141 1.3448 -0.7515
C -3.4326 0.0173 -1.3330
C -4.4437 -0.4356 -2.1641
C -4.3488 -1.7510 -2.6305
Br -5.6837 -2.3927 -3.7543
C -3.3123 -2.5815 -2.2493
C -2.2586 -2.0831 -1.4054
C -2.3868 -0.7766 -0.9860
O -1.4167 -0.1694 -0.1340
C -1.2178 -3.0008 -0.9538
N -1.5359 -4.1138 -0.3078
C -0.3257 -4.7721 -0.2302
C 0.0163 -5.9851 0.4131
C 1.3172 -6.3932 0.4381
C 2.3728 -5.6193 -0.1323
C 2.0802 -4.3952 -0.6716
C 0.7538 -3.9850 -0.7063
N 0.1435 -2.8506 -1.2163
H -4.8745 2.8085 -1.0861
H -4.5439 2.5012 0.6519
H -5.4351 1.3022 -0.2338
H -5.1337 0.2343 -2.5556
H -3.2455 -3.5877 -2.6506
H -0.4868 -0.1755 -0.6097
H -0.6965 -6.6650 0.9153
H 1.5871 -7.3679 0.7578
H 3.3730 -6.0427 -0.1534
H 2.9497 -3.7159 -0.7621
H 0.5649 -2.0580 -1.7048
*
```

frontier orbital gap (spin up / spin down) = 7.61 / 5.50 eV
electronic energy = -167853.086 eV
HOMO energy (spin up / spin down) = -10.55 / -10.55 eV
molecular weight = 632.0 Da

Charges obtained by Mulliken population analysis, quoted in units of e:
1. Cu -0.092
2. N -0.503
3. C 1.169
4. C -0.897
5. C -0.143
6. C -0.063
7. C -0.444
8. C -0.818
9. S 1.210
10. O -0.702
11. O -0.643
12. N -0.664
13. C 1.505
14. N -0.499
15. C -0.185
16. C -0.632
17. C 0.210
18. N -0.302
19. H 0.225
20. H 0.217
21. H 0.287
22. H 0.079
23. H 0.634
24. H 0.253
25. H 0.453
26. H 0.357
27. H 0.492
28. C -0.944
29. O -0.509
30. C 0.669
31. C -0.479
32. C -0.201
33. Br -0.163
34. C -0.787
35. C 0.031
36. C 0.892
37. O -0.697
38. C 0.133
39. N -0.721
40. C 0.661
41. C -0.666
42. C -0.429
43. C -0.516
44. C -0.722
45. C 0.465
46. N 0.143
47. H 0.307
48. H 0.266
49. H 0.486
50. H 0.653
51. H 0.562
52. H 0.450
53. H 0.354
54. H 0.406
55. H 0.392
56. H 0.306
57. H 0.152